(1)
20
Properties=species:S:1:pos:R:3:mulliken_charge:R:1 method="wB97M-V/def2-TZVPD" lumo_ev=0.88 e_tot_ha=-750.69529 de_lowest_ev=2.1126 homo_lumo_gap_ev=9.79
C 2.35 -0.37 0.99 -0.792
C 1.16 0.20 -1.07 -0.943
C -0.07 0.72 -0.38 0.492
C -1.22 0.13 -0.08 0.520
C -1.50 -1.38 -0.39 -1.142
C -2.45 0.81 0.44 -1.096
H 1.38 -0.13 1.49 0.247
H 2.52 -1.46 0.86 0.231
H 3.26 0.06 1.44 0.359
H 2.83 1.21 -0.22 0.324
H 1.01 -0.83 -1.27 0.348
H 1.40 0.69 -2.01 0.338
H -2.07 -1.61 0.62 0.314
H -2.13 -1.51 -1.26 0.281
H -0.61 -2.09 -0.44 0.319
H -3.33 0.87 -0.33 0.261
H -2.14 1.90 0.76 0.305
H -2.92 0.13 1.33 0.291
N 2.39 0.21 -0.36 -0.387
Cl 0.12 2.46 -0.11 -0.268


(2)
70
Properties=species:S:1:pos:R:3:mulliken_charge:R:1 method="wB97M-V/def2-TZVPD" total_charge=-1 lumo_ev=2.20 e_tot_ha=-2350.39577 homo_lumo_gap_ev=8.51
O -7.19 2.25 -2.85 -0.644
S -5.74 1.89 -2.57 1.113
O -5.36 0.85 -3.61 -0.565
F -4.88 3.35 -2.80 -0.302
N -5.68 1.34 -0.96 -0.392
S -4.12 0.81 -0.50 1.109
O -3.17 0.52 -1.64 -0.673
O -4.31 -0.43 0.35 -0.671
C -3.35 2.22 0.46 0.255
C -1.89 2.63 0.13 -0.179
C -1.26 3.84 0.92 -0.483
C -2.11 4.60 1.99 -0.357
C -3.58 4.14 2.32 -0.451
C -4.20 2.94 1.56 -0.438
H -1.27 2.08 -0.65 0.451
H -0.18 4.19 0.74 0.268
H -1.65 5.49 2.53 0.320
H -4.23 4.66 3.11 0.292
H -5.25 2.57 1.77 0.310
C 1.98 -0.20 4.16 -1.420
C 1.55 1.27 4.18 0.333
C 0.45 1.62 3.16 -0.690
O 0.90 1.69 1.81 -0.248
C 1.10 0.43 1.19 -0.377
N 2.74 2.11 4.01 -0.763
H 2.67 -0.43 3.34 0.297
H 2.51 -0.45 5.08 0.351
H 1.12 -0.86 4.08 0.341
H 1.14 1.46 5.18 0.451
H 0.09 2.63 3.40 0.328
H -0.41 0.95 3.25 0.384
H 0.36 -0.31 1.51 0.350
H 2.11 0.08 1.40 -0.021
H 1.03 0.56 0.11 0.100
H 2.47 3.09 4.14 0.290
H 3.01 2.07 3.02 0.298
C 3.54 0.41 -2.56 -1.449
C 4.38 1.33 -1.67 0.215
C 5.88 1.36 -2.03 -0.727
O 6.62 0.20 -1.66 -0.379
C 6.41 -0.92 -2.50 -0.630
N 4.18 0.94 -0.27 -0.417
H 3.64 -0.65 -2.29 0.303
H 2.48 0.65 -2.46 0.328
H 3.81 0.52 -3.61 0.363
H 3.99 2.34 -1.81 0.351
H 6.34 2.19 -1.48 0.355
H 6.03 1.59 -3.10 0.429
H 6.30 -0.63 -3.55 0.291
H 5.54 -1.49 -2.16 0.221
H 7.28 -1.58 -2.41 0.254
H 4.64 1.63 0.33 0.240
H 4.71 0.09 -0.10 0.273
C -0.96 -4.68 -0.58 -1.523
C -2.01 -3.58 -0.45 0.506
C -3.47 -4.07 -0.59 -0.664
O -3.86 -4.41 -1.92 -0.374
C -3.36 -5.65 -2.39 -0.650
N -1.70 -2.52 -1.42 -0.627
H -0.77 -4.97 -1.61 0.300
H -0.01 -4.34 -0.16 0.343
H -1.26 -5.58 -0.02 0.336
H -1.91 -3.16 0.56 0.379
H -4.13 -3.26 -0.29 0.301
H -3.68 -4.91 0.09 0.420
H -3.34 -6.41 -1.60 0.290
H -2.37 -5.51 -2.82 0.212
H -4.02 -6.00 -3.19 0.255
H -2.33 -1.74 -1.25 0.196
H -1.98 -2.86 -2.34 0.309


(3)
13
Properties=species:S:1:pos:R:3:mulliken_charge:R:1 method="wB97M-V/def2-TZVPD" lumo_ev=0.62 e_tot_ha=-418.76462 de_lowest_ev=3.5274 homo_lumo_gap_ev=9.19
C -2.04 -0.19 -0.70 -0.929
C 1.35 -1.02 0.70 -0.153
C -1.01 0.60 -0.47 0.918
O 1.96 -1.11 1.81 -0.203
O -0.94 1.56 0.55 -0.578
O 0.11 0.71 -1.23 -0.587
O 2.10 -0.89 -0.45 -0.397
H -2.96 -0.06 -0.14 0.217
H -2.08 -0.93 -1.48 0.249
H 2.93 -0.83 1.95 0.296
H -1.55 1.50 1.35 0.322
H 0.67 1.36 -0.74 0.370
H 1.47 -0.72 -1.13 0.475


(4)
8
Properties=species:S:1:pos:R:3:mulliken_charge:R:1 method="wB97M-V/def2-TZVPD" lumo_ev=-0.54 e_tot_ha=-912.02326 de_lowest_ev=1.8581 homo_lumo_gap_ev=8.45
C -0.27 0.78 0.67 -0.138
O 1.90 0.64 2.04 -0.435
S 0.61 1.84 -0.22 -0.364
S 0.46 0.02 2.07 0.314
H -1.72 -0.52 2.47 -0.117
H -1.27 0.69 0.64 0.314
H -2.12 -0.88 1.95 0.104
H 1.89 1.20 1.07 0.323


(5)
69
Properties=species:S:1:pos:R:3:mulliken_charge:R:1 method="wB97M-V/def2-TZVPD" lumo_ev="-2.04 / -2.04" e_tot_ha=-3661.73253 multiplicity=5 homo_lumo_gap_ev="4.49 / 4.52" s_squared=6.043
Mn -0.16 -0.57 0.37 0.115
F -4.84 -4.01 -2.29 -0.353
C -3.54 -4.02 -2.68 0.083
C -2.68 -3.06 -2.20 -0.420
C -1.35 -3.02 -2.66 0.638
C -0.46 -2.08 -2.05 1.306
O -0.89 -1.29 -1.14 -1.026
C 0.90 -2.10 -2.49 -0.383
C 1.24 -2.89 -3.53 -0.053
N 0.36 -3.75 -4.18 0.134
C 0.82 -4.26 -5.43 -0.040
C 0.82 -5.71 -5.83 -0.637
C -0.05 -4.71 -6.56 -0.534
C -0.92 -3.93 -3.66 0.100
C -1.79 -4.95 -4.03 -0.612
C -3.10 -5.03 -3.53 -1.241
N -3.88 -6.19 -3.79 0.406
C -4.76 -6.64 -2.73 -0.577
C -4.95 -8.14 -2.90 -0.977
N -5.58 -8.37 -4.24 -0.105
C -4.71 -7.84 -5.32 -0.739
C -4.51 -6.35 -5.08 -0.537
C 1.90 -1.18 -1.80 0.104
O 2.93 -0.87 -2.39 -0.760
O 1.60 -0.78 -0.63 -0.463
H -2.99 -2.37 -1.43 0.649
H 2.26 -2.91 -3.89 0.506
H 1.70 -3.71 -5.73 0.470
H 0.36 -6.42 -5.17 0.190
H 1.69 -6.09 -6.33 0.323
H -1.12 -4.74 -6.44 0.181
H 0.25 -4.40 -7.55 0.291
H -1.48 -5.76 -4.67 0.693
H -5.74 -6.14 -2.73 0.392
H -4.28 -6.43 -1.77 0.521
H -5.59 -8.54 -2.11 0.423
H -3.99 -8.65 -2.88 0.370
H -6.47 -7.86 -4.26 0.398
H -5.77 -9.37 -4.38 0.354
H -5.17 -8.04 -6.29 0.417
H -3.75 -8.35 -5.27 0.371
H -5.49 -5.83 -5.16 0.230
H -3.86 -5.93 -5.85 0.372
N -2.37 0.95 2.65 -0.084
C -2.72 -0.21 2.04 0.614
N -3.84 -0.89 2.21 -0.650
N -3.72 -1.95 1.42 -0.656
N -2.61 -1.93 0.80 -0.316
N -1.92 -0.84 1.14 0.829
C -1.12 1.48 2.55 0.422
N -0.70 2.56 3.19 -0.541
N 0.56 2.70 2.83 -0.763
N 0.91 1.77 2.02 -0.603
N -0.12 0.95 1.80 0.898
H -3.01 1.38 3.31 0.231
O 1.46 -3.71 2.76 -0.544
S 1.66 -2.30 2.43 0.311
N 0.55 -1.69 1.60 0.065
C 2.32 2.70 -3.23 -1.037
N 1.14 2.08 -2.70 -0.094
C 0.93 1.82 -1.38 0.401
N 1.89 2.24 -0.53 -0.279
O -0.14 1.33 -1.01 -0.611
H 2.12 3.01 -4.26 0.361
H 3.18 2.01 -3.24 0.298
H 2.57 3.59 -2.65 0.335
H 0.51 1.61 -3.33 0.263
H 2.84 2.28 -0.85 0.236
H 1.75 2.03 0.47 0.337


(6)
31
Properties=species:S:1:pos:R:3:mulliken_charge:R:1 method="wB97M-V/def2-TZVPD" lumo_ev=0.85 e_tot_ha=-618.29671 de_lowest_ev=0.5247 homo_lumo_gap_ev=9.19
C -2.33 -1.03 2.83 -1.404
C -0.21 1.64 1.31 -0.563
C 1.07 1.15 1.50 -0.336
C -1.33 1.01 1.81 -0.527
C -1.12 -0.17 2.54 0.887
C 1.25 0.09 2.37 -0.497
C 0.14 -0.58 2.91 -0.545
H -0.29 2.48 0.62 0.365
H 1.92 1.53 0.95 0.440
H -2.31 1.49 1.87 0.365
H 2.24 -0.35 2.50 0.424
H -2.47 -1.73 2.01 0.262
H -3.21 -0.44 2.99 0.379
H 0.28 -1.38 3.62 0.375
H -2.24 -1.65 3.74 0.384
C 1.96 -1.74 -0.87 -1.550
C -0.95 0.45 -1.93 -0.327
C -0.21 -0.46 -1.18 -0.529
C -0.46 1.00 -3.10 0.668
C 1.08 -0.74 -1.60 0.567
C 0.84 0.72 -3.51 -0.548
C 1.60 -0.16 -2.76 -0.541
O -1.12 2.04 -3.72 -0.553
H -1.87 0.88 -1.53 0.237
H -0.61 -0.95 -0.31 0.369
H -2.07 1.96 -3.55 0.311
H 1.21 1.17 -4.42 0.400
H 1.37 -2.41 -0.25 0.365
H 2.65 -1.18 -0.24 0.260
H 2.64 -0.29 -3.04 0.388
H 2.56 -2.34 -1.56 0.473


(7)
20
Properties=species:S:1:pos:R:3:mulliken_charge:R:1 method="wB97M-V/def2-TZVPD" lumo_ev=0.68 e_tot_ha=-477.47278 de_lowest_ev=4.1555 homo_lumo_gap_ev=10.66
C -1.47 1.44 -1.00 -1.254
C -1.51 0.21 -0.15 1.058
O 1.13 0.06 -0.86 -0.240
O 0.88 -0.99 -1.80 -0.394
O -1.45 -0.95 -0.51 -0.666
H -0.04 -1.25 -1.56 0.404
H -2.44 1.91 -1.09 0.405
H -1.04 1.21 -1.98 0.320
H -0.82 2.17 -0.52 0.327
C 2.29 -1.72 0.45 -0.934
C -2.22 0.49 1.25 -1.242
C 1.97 -0.28 0.30 0.700
N 2.56 0.64 0.89 -0.663
H 2.35 1.59 0.59 0.254
H 3.04 -1.84 1.22 0.324
H 2.73 -2.11 -0.48 0.267
H 1.37 -2.28 0.64 0.267
H -3.27 0.61 0.96 0.374
H -1.90 1.44 1.68 0.356
H -2.15 -0.34 1.95 0.337


(8)
21
Properties=species:S:1:pos:R:3:mulliken_charge:R:1 method="wB97M-V/def2-TZVPD" total_charge=+1 lumo_ev=-2.87 e_tot_ha=-382.73237 de_lowest_ev=3.5177 homo_lumo_gap_ev=10.43
C -1.67 -0.76 -0.12 -0.872
O -2.70 -0.73 0.85 -0.556
C -0.20 -0.94 0.60 -0.036
C 1.06 -0.91 -0.20 -0.705
C 1.06 0.47 -0.87 0.516
C 1.10 0.79 -2.17 -1.061
N 1.39 1.46 0.20 -0.678
N -0.30 0.06 1.75 -0.321
H -1.77 0.16 -0.67 0.460
H -1.78 -1.53 -0.82 0.510
H -3.64 -0.61 0.53 0.340
H -0.45 -1.93 1.08 0.336
H 1.26 -1.76 -0.95 0.376
H 1.96 -0.93 0.43 0.337
H 1.11 0.23 -3.04 0.335
H 1.34 1.81 -2.58 0.228
H 2.44 1.37 0.41 0.303
H 1.09 2.56 -0.04 0.315
H -0.57 -0.29 2.61 0.266
H -1.19 0.67 1.46 0.407
H 0.48 0.81 1.54 0.499


(9)
46
Properties=species:S:1:pos:R:3:mulliken_charge:R:1 method="wB97M-V/def2-TZVPD" total_charge=-2 lumo_ev=3.91 e_tot_ha=-1605.76176 de_lowest_ev=4.9740 homo_lumo_gap_ev=1.95
C 0.44 -3.21 1.58 -0.920
C -0.27 -2.98 0.37 -0.207
C -0.73 -1.54 -0.20 1.925
C -2.03 -1.84 -1.13 -0.255
N -3.16 -1.99 -1.52 -0.707
C -1.00 -0.43 0.94 -0.218
C -2.37 -0.62 1.76 -0.986
O -3.57 -0.19 1.07 -0.330
C -3.57 1.23 0.78 0.029
C -4.97 1.60 0.03 -0.967
C 0.43 -1.05 -1.26 1.129
C 0.62 -2.32 -2.26 -0.361
N 0.79 -3.29 -2.98 -0.711
C 1.87 -0.81 -0.57 -0.825
C 2.05 0.63 0.14 -0.686
C 3.26 1.51 -0.51 -0.585
S 4.86 0.61 -0.19 -0.309
C -0.01 0.23 -2.14 0.151
C -0.56 -0.12 -3.61 0.271
O 0.13 -0.32 -4.63 -0.503
F -2.01 -0.14 -3.75 -0.263
H 0.41 -4.28 2.03 0.257
H 1.00 -2.41 2.18 0.266
H -0.59 -3.90 -0.26 0.301
H -0.86 0.63 0.51 0.067
H -0.14 -0.55 1.72 0.274
H -2.51 -1.69 2.19 0.275
H -2.28 0.06 2.70 0.376
H -2.74 1.55 0.03 0.021
H -3.49 1.82 1.76 0.335
H -5.67 0.70 0.13 0.260
H -4.73 1.77 -1.09 0.228
H -5.42 2.59 0.40 0.290
H 2.18 -1.64 0.16 0.206
H 2.65 -0.85 -1.43 0.558
H 1.12 1.30 0.10 0.048
H 2.35 0.45 1.24 0.273
H 3.25 2.51 0.08 0.380
H 3.08 1.77 -1.62 0.356
H 4.62 -0.27 0.89 0.127
H 0.85 0.99 -2.30 0.292
H -0.85 0.85 -1.63 0.010
C 4.44 3.39 2.60 0.521
O 5.41 2.98 3.26 -0.806
O 3.41 2.69 2.30 -0.734
O 4.33 4.57 2.12 -0.852


(10)
23
Properties=species:S:1:pos:R:3:mulliken_charge:R:1 method="wB97M-V/def2-TZVPD" lumo_ev=-0.26 e_tot_ha=-570.97161 de_lowest_ev=3.5708 homo_lumo_gap_ev=9.06
C 1.37 1.10 0.16 0.667
C -2.26 0.62 -0.21 0.616
C 1.87 2.13 -0.85 -0.954
C -3.64 1.09 -0.94 -0.955
C 2.07 -1.45 1.70 -0.195
C 0.93 -2.21 -0.24 -0.626
N 1.78 -0.09 -0.16 -0.770
N 1.53 -1.15 0.55 0.588
O 0.66 1.43 1.06 -0.757
O -1.71 1.60 0.49 -0.522
O -1.78 -0.47 -0.37 -0.611
H 1.85 1.67 -1.89 0.306
H 1.19 3.01 -0.82 0.286
H 2.93 2.54 -0.63 0.233
H -3.55 1.37 -1.98 0.274
H -4.11 1.91 -0.28 0.259
H -4.20 0.22 -0.92 0.334
H -0.77 1.46 0.74 0.501
H 1.94 -2.33 2.21 0.268
H 2.55 -0.67 2.35 0.255
H -0.09 -1.78 -0.47 0.221
H 1.44 -2.33 -1.24 0.298
H 0.70 -3.08 0.35 0.286


(11)
9
Properties=species:S:1:pos:R:3:mulliken_charge:R:1 method="wB97M-V/def2-TZVPD" total_charge=-1 lumo_ev=2.77 e_tot_ha=-1347.80470 de_lowest_ev=1.5021 homo_lumo_gap_ev=6.55
C -0.86 0.13 -0.32 0.078
C 0.50 0.52 -0.59 -0.369
O -0.65 0.12 2.08 -0.607
S -1.42 -1.40 -0.52 -0.337
S 1.41 -0.04 -1.90 -0.265
S -1.74 1.68 -0.34 -0.393
H 0.67 1.52 -0.28 0.286
H -0.55 1.17 1.99 0.329
H -1.34 -0.04 2.70 0.279


(12)
47
Properties=species:S:1:pos:R:3:mulliken_charge:R:1 method="wB97M-V/def2-TZVPD" lumo_ev=-0.04 e_tot_ha=-1822.49798 de_lowest_ev=0.0000 homo_lumo_gap_ev=8.18
O 1.35 0.67 3.64 -0.656
O 0.48 4.77 3.41 -0.673
O 2.02 3.22 4.85 -0.548
F -2.76 -1.36 -7.32 -0.261
F -4.42 -2.34 -6.41 -0.236
F -2.56 -3.44 -7.29 -0.268
C 1.11 1.29 2.61 0.452
C -1.44 -2.29 -1.05 0.135
C -1.52 -3.30 -0.14 -0.756
C -2.17 -1.04 -3.08 -0.393
C -1.70 -3.36 -3.09 -0.371
C 0.35 0.85 0.21 -1.254
C -0.29 0.00 -0.70 -0.715
C 0.38 -0.97 1.77 -1.150
C -2.57 -1.14 -4.39 -0.872
C -2.03 -3.53 -4.44 -1.017
C -1.76 -2.16 -2.40 0.819
C 0.59 0.39 1.55 0.860
C -0.78 -1.21 -0.27 0.871
C -0.38 -1.69 0.94 -0.301
C -2.43 -2.29 -5.15 0.246
N -0.89 -2.96 1.10 0.215
N 1.31 2.57 2.41 -0.163
N 3.11 4.62 2.86 -0.153
C -3.07 -2.39 -6.55 0.942
C -0.97 -3.71 2.31 -0.966
C 3.21 5.94 3.48 -0.886
C 4.28 3.66 2.86 -0.742
S 1.62 3.78 3.53 1.110
H -1.80 -4.31 -0.38 0.408
H -2.26 -0.14 -2.54 0.749
H -1.29 -4.22 -2.49 0.199
H 0.73 1.89 -0.10 0.200
H -0.27 0.28 -1.71 0.749
H 0.65 -1.26 2.72 0.749
H -2.94 -0.25 -4.83 0.406
H -2.11 -4.56 -4.92 0.304
H 0.89 2.87 1.52 0.158
H -1.61 -3.20 3.02 0.334
H -0.04 -3.92 2.82 0.319
H -1.38 -4.70 1.99 0.318
H 3.34 5.63 4.50 0.422
H 2.31 6.54 3.56 0.296
H 4.12 6.47 3.05 0.264
H 4.03 2.66 2.50 0.238
H 4.54 3.50 3.92 0.321
H 5.03 4.14 2.12 0.299